(1)
This record from the Open Molecules 2025 dataset describes a single C4H8N2OS molecule in a non-equilibrium geometry. The level of theory is the ωB97M-V functional and the def2-TZVPD basis.

Each line ends with the natural charge from an NBO analysis.
Element x y z (Å)
C (0.153, -0.196, -1.635)  -0.46
C (0.126, -0.629, 1.477)  0.28
N (0.942, -0.234, 2.631)  -0.90
C (-1.698, 1.216, -0.843)  0.41
H (0.983, 0.946, 2.626)  0.41
H (-1.394, -0.917, -0.434)  0.20
H (-0.042, -1.832, 1.359)  0.20
H (2.483, -0.468, -0.489)  0.15
N (-0.167, 0.379, 0.646)  -0.51
H (-0.446, -0.366, -2.518)  0.24
H (-2.301, 1.808, -0.147)  0.15
O (-2.175, 1.450, -1.991)  -0.53
C (-0.833, -0.078, -0.453)  -0.17
H (1.998, -0.702, 3.079)  0.43
H (0.513, 0.764, -1.728)  0.21
S (1.855, -1.141, -1.578)  -0.11

**Largest force on an atom**: 7.11 eV/Å
**Kohn-Sham gap**: 9.478 eV
**LUMO**: 0.43 eV
**ΔE to the lowest compared entry with this formula, charge and spin**: 106.7 kcal per mole
**Structure (SMILES)**: N/C=N/[C@@H](C=O)CS
**Molar mass**: 132.2 g/mol


(2)
This record from the Open Molecules 2025 dataset describes a molecular structure, C4H8N2OS in a non-equilibrium geometry. The level of theory is the ωB97M-V functional and the def2-TZVPD basis.

Each line ends with the natural charge from an NBO analysis.
Element x y z (Å)
C (-1.087, 1.190, -2.791)  0.08
H (0.821, -1.834, 3.184)  0.20
H (-1.887, 2.832, -2.092)  0.37
H (1.013, -1.758, 0.656)  0.20
H (-0.775, -1.499, 0.847)  0.19
C (0.792, -0.749, 3.171)  -0.41
N (-1.437, 1.954, -1.896)  -0.66
C (0.228, -0.938, 0.684)  -0.27
C (0.532, -0.167, 2.004)  -0.18
H (0.221, 0.825, -0.360)  0.40
H (0.215, 0.911, 1.972)  0.19
S (0.073, -0.825, -2.144)  1.24
H (0.954, -0.076, 4.075)  0.22
N (0.363, -0.132, -0.552)  -0.86
H (-1.350, 1.205, -3.850)  0.17
O (1.325, -0.939, -2.909)  -0.90

**Largest force on an atom**: 2.95 eV/Å
**Kohn-Sham gap (spin up / spin down)**: 8.559 / 8.560 eV
**LUMO (spin up / spin down)**: 0.07 / 0.07 eV
**ΔE to the lowest compared entry with this formula, charge and spin**: 106.7 kcal per mole
**Molar mass**: 132.2 g/mol


(3)
This record from the Open Molecules 2025 dataset describes 2 unconnected molecules or ions with the total composition C4H8N2P in a non-equilibrium geometry. The level of theory is the ωB97M-V functional and the def2-TZVPD basis.

Each line ends with the natural charge from an NBO analysis.
Element x y z (Å)
C (-0.042, -0.669, -0.465)  0.41
P (-6.416, 0.301, 0.420)  0.12
H (3.554, -0.683, 1.249)  0.30
H (4.018, 0.981, 0.735)  0.26
N (1.149, -0.241, -0.099)  -0.36
H (-0.160, -1.677, -0.757)  0.23
C (2.349, 0.162, -0.217)  0.29
N (-1.159, 0.055, -0.416)  -0.61
H (2.687, 0.278, -1.213)  0.23
H (-6.088, 0.909, -0.788)  -0.12
H (-0.923, 1.051, -0.303)  0.42
C (3.186, 0.401, 0.938)  -0.72
H (-2.493, -1.336, -0.729)  0.10
H (2.818, 0.779, 2.006)  0.30
C (-2.481, -0.310, -0.362)  0.14

**Largest force on an atom**: 4.82 eV/Å
**Kohn-Sham gap (spin up / spin down)**: 5.015 / 5.007 eV
**LUMO (spin up / spin down)**: -5.58 / -5.58 eV
**ΔE to the lowest compared entry with this formula, charge and spin**: 173.5 kcal per mole
**Net charge**: +1
**Molar mass**: 115.1 g/mol


(4)
This record from the Open Molecules 2025 dataset describes a single C4H8N2S molecule in a non-equilibrium geometry. The level of theory is the ωB97M-V functional and the def2-TZVPD basis.

Each line ends with the natural charge from an NBO analysis.
Element x y z (Å)
H (0.196, -1.439, 1.073)  0.25
H (-1.407, -2.046, -0.671)  0.22
C (-0.172, -0.585, 0.423)  -0.30
H (0.092, 1.562, -0.868)  0.40
H (3.046, -0.132, -0.238)  0.33
C (-1.108, -1.001, -0.762)  -0.51
H (-0.668, -0.924, -1.802)  0.22
N (0.990, 1.304, -0.536)  -0.84
H (1.752, 1.895, -0.667)  0.39
S (-2.374, 0.237, -0.317)  0.17
H (-1.623, -0.077, 1.961)  0.22
C (1.171, 0.053, -0.008)  0.46
C (-1.229, 0.378, 1.067)  -0.52
H (-0.927, 1.440, 1.311)  0.23
N (2.261, -0.665, 0.034)  -0.71

**Largest force on an atom**: 3.15 eV/Å
**Kohn-Sham gap**: 9.667 eV
**LUMO**: 0.80 eV
**ΔE to the lowest compared entry with this formula, charge and spin**: 33.0 kcal per mole
**Structure (SMILES)**: [H]/N=C(\N)C1CSC1
**Molar mass**: 116.2 g/mol


(5)
This record from the Open Molecules 2025 dataset describes a molecular structure, C4H8N2S in a non-equilibrium geometry. The level of theory is the ωB97M-V functional and the def2-TZVPD basis.

Each line ends with the natural charge from an NBO analysis.
Element x y z (Å)
H (-0.381, -2.311, -1.557)  0.37
H (-1.692, 0.099, 0.378)  0.20
H (1.448, 1.244, 1.456)  0.27
H (-1.979, 0.481, -1.466)  0.22
N (-0.001, -2.406, -0.359)  -0.84
H (0.402, 1.677, -1.083)  0.20
C (0.055, 1.122, -0.295)  -0.10
H (0.128, -3.463, -0.330)  0.42
C (0.798, -1.270, -0.098)  0.28
C (0.323, 1.653, 1.084)  -0.65
C (-1.212, 0.313, -0.628)  -0.23
H (-0.787, 1.340, 2.006)  0.21
N (0.123, -0.230, -0.760)  -0.44
S (2.323, -1.287, 0.636)  -0.17
H (0.453, 3.038, 1.015)  0.24

**Largest force on an atom**: 5.77 eV/Å
**Kohn-Sham gap**: 8.747 eV
**LUMO**: 0.30 eV
**ΔE to the lowest compared entry with this formula, charge and spin**: 141.0 kcal per mole
**Molar mass**: 116.2 g/mol


(6)
This record from the Open Molecules 2025 dataset describes a single C4H8N2S molecule in a non-equilibrium geometry. The level of theory is the ωB97M-V functional and the def2-TZVPD basis.

Each line ends with the natural charge from an NBO analysis.
Element x y z (Å)
H (2.776, -0.074, 0.988)  0.20
N (0.308, 2.532, -0.567)  -0.80
H (-0.152, -0.724, -2.188)  0.39
C (-0.450, -0.696, -0.144)  0.05
H (2.209, 1.590, -0.415)  0.20
H (-0.033, 2.502, 0.494)  0.35
C (0.928, -0.004, 0.051)  -0.10
H (-1.754, -1.269, -1.638)  0.41
H (1.325, 1.189, -1.822)  0.18
H (-0.548, 2.251, -1.027)  0.35
N (-0.842, -0.721, -1.472)  -0.80
C (1.773, -0.445, 0.950)  -0.34
C (1.223, 1.331, -0.695)  -0.25
H (1.445, -1.297, 1.550)  0.22
S (-1.398, -1.122, 1.085)  -0.08

**Largest force on an atom**: 4.06 eV/Å
**Kohn-Sham gap**: 8.892 eV
**LUMO**: 0.30 eV
**ΔE to the lowest compared entry with this formula, charge and spin**: 40.6 kcal per mole
**Structure (SMILES)**: C=C(CN)C(N)=S
**Molar mass**: 116.2 g/mol


(7)
This record from the Open Molecules 2025 dataset describes a single C4H8N2S molecule in a non-equilibrium geometry. The level of theory is the ωB97M-V functional and the def2-TZVPD basis.

Each line ends with the natural charge from an NBO analysis.
Element x y z (Å)
C (-0.157, 0.084, 0.230)  0.04
N (-1.394, 0.530, 0.507)  -0.61
H (0.818, 1.303, 1.696)  0.23
H (-0.452, -2.196, 0.130)  0.24
H (0.448, 2.009, 0.088)  0.26
H (1.903, 0.630, 0.488)  0.21
H (1.323, -1.483, 0.776)  0.22
H (1.225, -0.332, -1.418)  0.23
H (-0.195, -1.320, 1.706)  0.23
S (-2.128, 0.732, -2.388)  0.27
N (-0.596, 0.393, -2.254)  -0.47
C (0.183, -1.390, 0.637)  -0.66
C (0.234, 0.111, -1.387)  0.12
C (0.877, 1.074, 0.592)  -0.65
H (-2.088, -0.146, 0.598)  0.34

**Largest force on an atom**: 2.89 eV/Å
**Kohn-Sham gap**: 7.112 eV
**LUMO**: -1.51 eV
**ΔE to the lowest compared entry with this formula, charge and spin**: 118.2 kcal per mole
**Molar mass**: 116.2 g/mol


(8)
This record from the Open Molecules 2025 dataset describes a single C4H8N2S2 molecule in a non-equilibrium geometry. The level of theory is the ωB97M-V functional and the def2-TZVPD basis.

Each line ends with the natural charge from an NBO analysis.
Element x y z (Å)
S (-2.579, -0.628, 0.330)  0.21
S (0.691, 2.459, 0.082)  0.11
H (3.402, -1.479, -0.163)  0.23
H (-1.519, 1.360, -0.212)  0.41
H (2.869, -2.374, 1.292)  0.22
H (1.940, 2.828, -0.292)  0.13
C (0.254, -1.434, -0.561)  -0.28
H (-0.529, -1.942, -1.130)  0.22
H (1.460, -3.159, -0.489)  0.19
H (-3.068, -0.938, -0.898)  0.10
C (2.554, -1.661, 0.527)  -0.66
N (-1.286, 0.390, -0.122)  -0.77
H (2.358, -0.727, 1.033)  0.24
C (0.021, -0.010, -0.270)  0.37
N (1.036, 0.807, -0.270)  -0.62
C (1.345, -2.103, -0.196)  -0.09

**Largest force on an atom**: 1.46 eV/Å
**Kohn-Sham gap**: 8.872 eV
**LUMO**: 0.68 eV
**ΔE to the lowest compared entry with this formula, charge and spin**: 32.9 kcal per mole
**Structure (SMILES)**: C/C=C\C(=N\S)NS
**Molar mass**: 148.3 g/mol


> Which formula does entry 2 have?

C4H8N2OS